Below is C35H30F9N3PRhSSi as an isolated structure, with properties calculated with wB97M-V/def2-TZVPD.

Geometry (Å):
Rh1 0.86033 0.68575 -0.41873
C1 5.61370 1.73847 1.45835
N1 4.78955 2.59476 0.60451
C2 5.01291 3.93510 0.37713
C3 4.03941 4.36858 -0.43835
N2 3.21274 3.27908 -0.71992
C4 3.69032 2.19924 -0.05080
S1 3.15067 0.57099 0.04381
C5 2.08717 3.40804 -1.58678
C6 2.14162 4.41134 -2.54477
C7 1.03476 4.65268 -3.33391
C8 -0.10230 3.88853 -3.13699
C9 -0.06176 2.89011 -2.19105
N3 1.02001 2.61889 -1.43081
H1 6.44888 2.33011 1.81965
H2 5.98812 0.89367 0.88562
H3 5.02478 1.38111 2.30008
H4 5.83424 4.46317 0.82806
H5 3.83665 5.35712 -0.80291
H6 3.04548 4.98178 -2.69215
H7 1.06444 5.43039 -4.08498
H8 -1.00454 4.04650 -3.71030
H9 -0.92736 2.27552 -1.99721
C10 -3.58365 2.50014 2.91923
Si1 -3.74938 1.84061 1.18725
C11 -4.56508 0.15916 1.17247
C12 -4.60421 3.03927 0.04974
C13 -2.03400 1.54593 0.51882
C14 -0.92026 1.22070 0.16035
H10 -4.56860 2.66405 3.36098
H11 -3.04940 3.45139 2.93106
H12 -3.04824 1.79789 3.56040
H13 -5.58292 0.21700 1.56339
H14 -4.01257 -0.54969 1.79568
H15 -4.62844 -0.24402 0.15892
H16 -5.63661 3.20017 0.36634
H17 -4.62596 2.66783 -0.97687
H18 -4.10184 4.00814 0.05107
F1 3.32021 -7.34111 -0.68259
C15 4.07546 -6.27525 -0.38843
F2 4.76672 -6.54621 0.72057
F3 4.94574 -6.10176 -1.39258
C16 3.20828 -5.04564 -0.22410
C17 3.07985 -4.42662 1.00845
C18 2.26236 -3.31422 1.12984
C19 1.57467 -2.83208 0.01562
C20 1.71264 -3.45932 -1.22493
C21 2.52921 -4.56842 -1.33905
P1 0.49831 -1.42587 0.26405
C22 -0.54269 -1.72667 1.67874
C23 -0.70751 -0.73952 2.64816
C24 -1.56568 -0.96697 3.70943
C25 -2.26273 -2.16459 3.78402
C26 -2.08607 -3.16058 2.83262
C27 -1.20980 -2.94958 1.78222
C28 -3.20578 -2.38741 4.94700
F4 -4.13240 -3.30441 4.65594
F5 -3.83433 -1.24873 5.27145
F6 -2.53154 -2.80467 6.02539
C29 -0.43184 -1.06652 -1.21802
C30 -1.84855 -1.09806 -1.32609
C31 -2.44856 -0.63733 -2.45678
C32 -1.67237 -0.07145 -3.49835
C33 -0.31144 -0.03732 -3.43678
C34 0.34775 -0.55384 -2.29576
C35 -2.40459 0.50135 -4.69241
F7 -3.08051 -0.44529 -5.34015
F8 -3.28190 1.42970 -4.27365
F9 -1.56571 1.09065 -5.55037
H19 3.61186 -4.81054 1.86729
H20 2.15262 -2.83519 2.09563
H21 1.17029 -3.11079 -2.09290
H22 2.63394 -5.07139 -2.29135
H23 -0.18556 0.20390 2.57017
H24 -1.70417 -0.21131 4.47062
H25 -2.62950 -4.09173 2.91343
H26 -1.05442 -3.72958 1.04594
H27 -2.43285 -1.48019 -0.49954
H28 -3.52481 -0.68478 -2.56473
H29 0.26988 0.34815 -4.26301
H30 1.40681 -0.76831 -2.38143

Atoms 1-2, force components in eV/Å:
0.4 0.3 0.0
0.0 0.0 0.0

Calculated values
HOMO energy = -14.093 eV
gap between HOMO and LUMO = 6.2 eV
lowest unoccupied orbital energy = -7.90 eV
energy above the lowest of the compared OMol25 structures with the same formula, charge and spin = 0.0 kJ/mol
charge = +2

=====

Below is C35H30GeHfN3O5Te4 as an isolated structure, with properties calculated with wB97M-V/def2-TZVPD.

Geometry (Å):
Hf1 -1.89702 1.87550 -0.58880
O1 -5.48778 1.83655 -0.32092
C1 -4.48195 1.81251 0.37142
N1 -3.52919 2.79159 0.52538
C2 -3.83122 4.06376 -0.04271
O2 -4.51484 4.86979 0.52575
C3 -3.35646 4.34619 -1.46544
C4 -3.82834 5.46423 -2.13067
C5 -3.37754 5.70805 -3.41565
C6 -2.48620 4.82336 -4.00632
C7 -2.07282 3.71819 -3.29154
N2 -2.50016 3.49693 -2.04890
C8 -4.13082 0.58106 1.18472
C9 -5.11202 -0.23276 1.72483
C10 -4.71021 -1.30360 2.50762
C11 -3.35683 -1.52481 2.70713
C12 -2.44419 -0.66865 2.11062
N3 -2.82578 0.36659 1.37485
H1 -4.51731 6.11652 -1.61488
H2 -3.71600 6.58354 -3.95514
H3 -2.10521 4.98676 -5.00417
H4 -1.37945 2.98258 -3.68370
H5 -6.15062 -0.01257 1.52228
H6 -5.44350 -1.95884 2.96036
H7 -2.99849 -2.34429 3.31492
H8 -1.37352 -0.80413 2.23996
Te1 -0.33388 2.29182 1.96563
Te2 1.54972 2.93885 3.73852
Te3 1.41727 6.11905 0.86300
Te4 -0.53087 4.43879 0.19515
C13 -3.81074 -0.02096 -3.08872
C14 -3.00613 0.59616 -2.02162
O3 -2.43887 -0.10482 -1.14783
H9 -3.89900 -1.10094 -2.96480
H10 -3.31623 0.21357 -4.03512
H11 -4.79207 0.45682 -3.10309
O4 -0.42787 0.77477 -3.39622
C15 0.10056 0.60369 -2.30309
O5 0.01083 1.49170 -1.33791
C16 0.87925 -0.67063 -2.03042
C17 0.72549 -1.29436 -0.63468
Ge1 2.35918 -1.71182 0.34825
C18 3.35200 -3.04214 -0.69723
C19 2.74376 -3.71376 -1.75752
C20 3.43216 -4.67446 -2.49169
C21 4.74758 -4.97888 -2.17284
C22 5.37109 -4.31806 -1.12190
C23 4.67860 -3.35934 -0.39438
C24 3.43041 -0.15217 0.76383
C25 4.50863 -0.26015 1.64476
C26 5.23354 0.86370 2.01704
C27 4.86739 2.11470 1.53908
C28 3.78544 2.24090 0.68112
C29 3.07819 1.11193 0.28912
C30 1.74226 -2.54583 2.00207
C31 1.31522 -3.87510 2.02311
C32 0.73476 -4.41768 3.16332
C33 0.57089 -3.63243 4.29912
C34 0.99568 -2.31026 4.29248
C35 1.58145 -1.77355 3.15020
H12 1.92587 -0.43210 -2.25322
H13 0.55755 -1.36669 -2.80317
H14 0.16077 -2.22748 -0.69877
H15 0.15501 -0.64473 0.03450
H16 1.71705 -3.48569 -2.02267
H17 2.94099 -5.18163 -3.31341
H18 5.28753 -5.72474 -2.74326
H19 6.39982 -4.54745 -0.87133
H20 5.18501 -2.84426 0.41392
H21 4.77648 -1.22434 2.06621
H22 6.05945 0.76721 2.71228
H23 5.39639 2.99969 1.87077
H24 3.46151 3.22124 0.35210
H25 2.21233 1.23837 -0.34888
H26 1.43677 -4.49675 1.14080
H27 0.41038 -5.45174 3.16626
H28 0.11664 -4.05366 5.18855
H29 0.87044 -1.68100 5.16573
H30 1.90181 -0.73741 3.16579

Atoms 1-2, force components in eV/Å:
2.0 -0.7 0.5
-0.1 0.1 0.2

Calculated values
HOMO energy = -3.171 eV
gap between HOMO and LUMO = 4.7 eV
lowest unoccupied orbital energy = 1.55 eV
energy above the lowest of the compared OMol25 structures with the same formula, charge and spin = 282.9 kJ/mol
charge = -1

=====

Below is C35H31BeClN3P2S as an isolated structure, with properties calculated with wB97M-V/def2-TZVPD.

Geometry (Å):
Be1 -0.49145 0.63097 0.48104
N1 -0.39323 -2.14410 -0.33143
P1 0.93672 -1.02834 -0.19077
C1 2.26016 -2.02705 0.53879
C2 3.41179 -1.36366 0.95965
C3 4.48645 -2.07848 1.46116
C4 4.41597 -3.46275 1.55216
C5 3.27410 -4.12716 1.13366
C6 2.19696 -3.41435 0.62324
C7 1.49298 -0.79717 -1.89563
C8 1.44696 -1.82439 -2.83459
C9 1.91922 -1.60709 -4.11753
C10 2.45071 -0.36860 -4.46200
C11 2.50847 0.65394 -3.52680
C12 2.02018 0.44181 -2.24440
P2 -1.77515 -1.09224 -0.23690
C13 -3.02499 -2.08968 0.59883
C14 -3.96538 -1.43766 1.39204
C15 -4.98319 -2.16042 1.99748
C16 -5.05690 -3.53379 1.81829
C17 -4.11711 -4.18754 1.03149
C18 -3.10454 -3.46914 0.41547
C19 -2.33931 -0.94074 -1.94424
C20 -3.12270 0.15897 -2.28366
C21 -3.61133 0.28820 -3.57542
C22 -3.30567 -0.67275 -4.52841
C23 -2.51871 -1.76778 -4.19239
C24 -2.03743 -1.90615 -2.90064
H1 -0.40303 -2.82234 0.42544
H2 3.46223 -0.28418 0.89072
H3 5.37924 -1.55910 1.78310
H4 5.25392 -4.02316 1.94430
H5 3.22051 -5.20579 1.19615
H6 1.32816 -3.95646 0.27352
H7 1.03312 -2.78794 -2.56029
H8 1.87603 -2.40107 -4.85100
H9 2.81605 -0.20117 -5.46649
H10 2.91786 1.61736 -3.79932
H11 2.04167 1.24161 -1.51292
H12 -3.89946 -0.36606 1.54481
H13 -5.71285 -1.65259 2.61342
H14 -5.84897 -4.09818 2.29168
H15 -4.17911 -5.25834 0.89096
H16 -2.39279 -3.98391 -0.21886
H17 -3.35682 0.91485 -1.54379
H18 -4.22212 1.14136 -3.83756
H19 -3.67741 -0.56634 -5.53882
H20 -2.28111 -2.51425 -4.93856
H21 -1.41655 -2.75316 -2.63578
S1 -0.56522 0.75667 2.59233
C25 0.87141 1.62778 2.86140
N2 0.89196 2.44376 3.95418
C26 1.96371 3.17053 4.31989
C27 3.09165 3.09895 3.56457
C28 3.02073 2.27015 2.43567
N3 1.96797 1.55888 2.09174
H22 0.02871 2.51555 4.48007
H23 1.85261 3.78673 5.20053
H24 3.97538 3.66428 3.81129
H25 3.87906 2.19100 1.77612
Cl1 -2.81304 3.34428 1.44206
C29 -1.18525 3.95821 1.25603
C30 -0.83801 5.07283 2.00632
C31 0.42559 5.62624 1.87611
C32 1.32290 5.05595 0.98042
C33 0.95216 3.94414 0.24247
C34 -0.30942 3.34681 0.35665
C35 -0.66879 2.12162 -0.40510
H26 -1.57135 5.51164 2.66975
H27 0.69332 6.50671 2.44484
H28 2.30306 5.49408 0.83929
H29 1.65527 3.51837 -0.46519
H30 -0.12792 2.08994 -1.35500
H31 -1.72865 2.17094 -0.66570

Atoms 1-2, force components in eV/Å:
0.0 0.1 0.2
0.0 0.3 0.2

Calculated values
HOMO energy = -10.367 eV
gap between HOMO and LUMO = 7.0 eV
lowest unoccupied orbital energy = -3.34 eV
energy above the lowest of the compared OMol25 structures with the same formula, charge and spin = 68.5 kJ/mol
charge = +1

=====

- Among the records above, which one has the highest HOMO energy?
  C35H30GeHfN3O5Te4

=====

- Among the records above, which one has the highest energy above the lowest of the compared OMol25 structures with the same formula, charge and spin?
  C35H30GeHfN3O5Te4